Entry i
The following is a quantum chemistry calculation of a 2-piece molecular cluster, C2H6OS2 overall, from the OMol25 dataset.

SMILES ... CCS.O=S

CARTESIAN COORDINATES (ANGSTROEM)
C 0.2514 1.0018 0.1456
C 0.4532 -0.4982 -0.0247
S 2.1852 -1.0312 0.1424
H -0.8121 1.2547 0.0752
H 0.7793 1.5614 -0.6325
H 0.6243 1.3376 1.1162
H 0.0573 -0.8429 -0.9843
H -0.0766 -1.0474 0.7563
H 2.6708 -0.3062 -0.8825
O -3.5859 -0.7904 0.6791
S -2.5469 -0.6392 -0.3906

Entry ii
The following is a quantum chemistry calculation of a 2-piece molecular cluster, C2H6OS2 overall, from the OMol25 dataset.

SMILES ... C=CO.SS

CARTESIAN COORDINATES (ANGSTROEM)
C -0.7538 -1.0517 -0.5049
C -1.5768 -1.5411 -1.3957
O -0.8764 -2.3091 -2.3545
H -0.9411 -0.2294 0.1755
H 0.3105 -1.4035 -0.3362
H -2.6230 -1.2809 -1.4624
H -1.3971 -3.0760 -2.6372
S 2.8096 3.1206 1.7493
S 0.9591 2.5918 1.6555
H 3.7261 2.2339 2.2947
H 0.3629 2.9454 2.8161

Entry iii
The following is a quantum chemistry calculation of a 2-piece molecular cluster, C2H6OS2 overall, from the OMol25 dataset.

SMILES ... C=CO.SS

CARTESIAN COORDINATES (ANGSTROEM)
C -2.3754 0.9616 -2.1826
C -2.5940 0.4468 -3.3683
O -1.5708 0.4061 -4.2950
H -3.0780 1.0042 -1.3645
H -1.4356 1.4539 -1.9668
H -3.4553 -0.0577 -3.7871
H -1.8705 0.4691 -5.1844
S 4.2405 -1.1636 4.4674
S 3.1799 -1.4852 6.1615
H 5.4597 -1.6776 4.6890
H 3.4995 -0.3576 6.8307

Entry iv
The following is a quantum chemistry calculation of a 2-piece molecular cluster, C2H6OS2 overall, from the OMol25 dataset.

SMILES ... C=CO.SS

CARTESIAN COORDINATES (ANGSTROEM)
C 1.6525 -1.3273 -0.7370
C 0.8847 -0.2178 -0.4413
O 1.3759 1.0221 0.0026
H 1.1508 -2.0913 -1.2951
H 2.7215 -1.2990 -0.4287
H -0.0376 0.0184 -0.9113
H 1.7539 0.8502 0.8289
S -2.3798 -0.2644 1.3265
S -2.9306 1.6410 0.6143
H -1.2121 0.1771 1.7704
H -2.9792 1.4912 -0.7294

Energies, relative to the best one, in kJ/mol: entry i 144.8; entry ii 68.3; entry iii 0.0; entry iv 40.0.

Entry i
The following is a quantum chemistry calculation of C5H13NO2 as an isolated structure, from the OMol25 dataset.

CARTESIAN COORDINATES (ANGSTROEM)
C 1.5400 -0.0493 0.4695
C 2.5773 -0.2358 -1.4139
C 3.5022 0.9351 -1.6545
O 0.5090 -0.9266 0.4284
H -0.2770 -0.5638 -0.0462
H 2.5742 -0.4528 -0.0036
H 1.2311 0.9734 0.2073
H 3.0449 -1.2112 -1.5632
H 1.6590 -0.2048 -1.9944
H 2.9773 1.8843 -1.5337
H 3.9204 0.9166 -2.6660
H 4.3412 0.9273 -0.9539
C -4.0503 0.2045 0.9133
C -2.6015 -0.2150 0.8114
N -2.0675 -0.8345 1.8867
O -1.9413 0.0399 -0.1949
H -1.0976 -1.1265 1.8552
H -2.6096 -1.0239 2.7107
H -4.5500 -0.1600 1.8107
H -4.5826 -0.1700 0.0390
H -4.0994 1.2932 0.8922

Entry ii
The following is a quantum chemistry calculation of one molecule with the formula C5H13NO2, from the OMol25 dataset.

SMILES ... CCNC(CO)CO

CARTESIAN COORDINATES (ANGSTROEM)
C 1.2216 -2.5820 0.4061
C 0.0691 -1.9037 -0.3091
N 0.5033 -0.5519 -0.7417
C -0.2158 0.4963 0.0465
C -1.6008 0.8444 -0.4578
O -2.4844 1.4220 0.4997
C 0.6698 1.7661 0.0128
O 0.5714 2.3484 1.3301
H 1.0510 -3.6255 0.6538
H 1.5704 -2.0346 1.2832
H 2.0759 -2.3935 -0.2563
H -0.2443 -2.4677 -1.2009
H -0.8896 -1.8481 0.2035
H 0.2413 -0.3869 -1.7121
H -0.1086 0.1386 1.0700
H -2.1115 0.0354 -0.9952
H -1.4664 1.5678 -1.2836
H -1.8864 1.8802 1.1039
H 1.7201 1.5568 -0.2145
H 0.3469 2.5289 -0.7113
H 0.9668 3.2089 1.2729

Entry iii
The following is a quantum chemistry calculation of a 3-piece molecular cluster, C5H13NO2 overall, from the OMol25 dataset.

SMILES ... C=CC/C=C/N.O.O

CARTESIAN COORDINATES (ANGSTROEM)
C -0.0130 1.5934 -2.7112
C 0.2230 1.8285 -1.4259
C 0.9504 0.8544 -0.5340
C 0.2112 -0.0997 0.3628
C 0.1612 -1.3978 0.0702
N -0.3758 -2.3901 0.8959
H -0.3027 2.4170 -3.3509
H -0.0016 0.5877 -3.1139
H 0.0586 2.8309 -1.0401
H 1.6886 0.3383 -1.1624
H 1.7435 1.3128 0.0844
H -0.2481 0.2804 1.2688
H 0.6598 -1.7740 -0.8136
H -0.7837 -3.1296 0.3547
H -0.9519 -2.0418 1.6450
O -3.5782 -0.4457 0.1811
H -3.7805 -0.7542 -0.7065
H -4.0251 0.3686 0.4142
O 3.0352 -0.4182 3.3112
H 2.3576 0.0388 3.8220
H 2.9716 0.0003 2.4481

Energies, relative to the best one, in kJ/mol: entry i 174.0; entry ii 0.0; entry iii 47.1.

Entry i
The following is a quantum chemistry calculation of one molecule with the formula C5H13NO2, from the OMol25 dataset.

SMILES ... N[C@@H](CO)CCCO

CARTESIAN COORDINATES (ANGSTROEM)
N -2.1422 -0.2280 -1.7926
C -0.9307 0.3497 -1.1945
C -1.2809 1.1976 0.0254
O -0.3722 2.2636 0.3166
C -0.0082 -0.8720 -0.9097
C 1.2307 -0.5623 -0.0790
C 1.5209 -1.4766 1.1363
O 2.1199 -0.6955 2.1723
H -2.7701 0.4715 -2.1664
H -2.7020 -0.7848 -1.1715
H -0.5069 0.9605 -1.9779
H -1.4685 0.6325 0.9475
H -2.2492 1.6672 -0.1818
H 0.3525 1.9018 0.8384
H 0.0657 -1.3781 -1.8728
H -0.6909 -1.5154 -0.3239
H 1.2920 0.4430 0.2981
H 2.0383 -0.7202 -0.7710
H 2.2159 -2.2663 0.9191
H 0.5636 -1.8842 1.4587
H 1.5323 -0.5704 2.9208

Entry ii
The following is a quantum chemistry calculation of one molecule with the formula C5H13NO2, from the OMol25 dataset.

SMILES ... COC(C)(C)N(C)O

CARTESIAN COORDINATES (ANGSTROEM)
C 0.9115 -2.0559 0.5768
O 0.3755 -1.6658 -0.6899
C -0.1934 -0.3977 -0.5464
C 0.1254 0.2859 -1.8688
C -1.6829 -0.5022 -0.2803
N 0.4780 0.6059 0.6921
C 0.5686 2.0424 0.5289
O -0.1501 0.3185 1.9567
H 1.6157 -2.8576 0.3545
H 0.1166 -2.3691 1.2558
H 1.4502 -1.1581 1.0612
H -0.4091 1.2242 -1.9742
H -0.1982 -0.3693 -2.6790
H 1.2014 0.4066 -1.9686
H -2.1213 0.3947 0.1532
H -1.9584 -1.2662 0.4465
H -2.2545 -0.6892 -1.1864
H -0.4162 2.5160 0.4096
H 1.0520 2.4713 1.4111
H 1.2000 2.2693 -0.3285
H 0.2893 0.7963 2.6758

Energies, relative to the best one, in kJ/mol: entry i 0.0; entry ii 226.1.

Entry i
The following is a quantum chemistry calculation of a 3-piece molecular cluster, C5H13NO2 overall, from the OMol25 dataset.

SMILES ... C=CCNC=C.O.O

CARTESIAN COORDINATES (ANGSTROEM)
C -2.4264 -0.2303 0.4172
C -1.7647 0.3176 -0.6543
C -1.1454 1.6717 -0.5321
N 0.2825 1.6854 -1.0763
C 1.2339 1.0284 -0.2866
C 2.2763 0.3342 -0.8836
H -2.8517 -1.2464 0.4065
H -2.6771 0.3789 1.2244
H -1.2907 -0.1668 -1.4824
H -1.8281 2.3696 -1.1685
H -1.0650 2.3116 0.4619
H 0.2918 1.5307 -2.0607
H 0.9562 1.0353 0.8759
H 2.3855 0.2946 -1.9834
H 3.1026 0.0882 -0.2527
O 0.7602 -2.3120 0.1308
H 1.6587 -1.9998 0.1381
H 0.3668 -1.7525 -0.5169
O 0.4749 -1.5874 2.7073
H -0.1114 -1.9412 2.0364
H 1.3711 -1.8098 2.4989

Entry ii
The following is a quantum chemistry calculation of a 2-piece molecular cluster, C5H13NO2 overall, from the OMol25 dataset.

CARTESIAN COORDINATES (ANGSTROEM)
C -0.1546 -1.7105 -0.6393
N 0.8839 -0.8642 -0.0937
C 0.0346 0.1313 1.0421
C -0.8774 1.0479 0.4327
C -2.3859 0.7651 -0.0092
O -2.5118 -0.3255 -0.7829
C 1.2179 0.5392 1.9392
H -0.8807 -1.2584 -1.3115
H 0.3130 -2.5011 -1.2492
H -0.7367 -2.3582 0.0960
H 1.4101 -1.3701 0.6157
H -0.5188 -0.6745 1.5533
H -0.5172 1.9783 0.0188
H -3.0558 0.6082 0.8349
H -2.6560 1.6858 -0.5102
H 0.8038 1.1837 2.7215
H 2.0529 0.9896 1.4011
H 1.6654 -0.3572 2.4198
H 2.1213 0.3596 -1.2108
H 2.9364 1.0590 -2.3324
O 3.0215 0.5630 -1.5097

Entry iii
The following is a quantum chemistry calculation of a 3-piece molecular cluster, C5H13NO2 overall, from the OMol25 dataset.

CARTESIAN COORDINATES (ANGSTROEM)
C 0.1107 0.5475 0.4038
C 0.3310 -0.5755 -0.4091
C 2.2547 -1.0625 0.5527
C -1.7744 0.0118 -0.7382
C -1.9301 0.8123 -2.0063
N -0.0247 0.4449 1.7423
O 0.3940 1.7495 -0.1360
O 1.6740 -1.6854 1.7282
H 0.3606 2.4544 0.5211
H 2.3170 -1.9322 2.4037
H 0.0724 1.2679 2.3159
H 0.1636 -0.4712 2.1607
H 0.6415 -0.4144 -1.4256
H 0.0297 -1.5476 -0.0641
H 2.7084 -1.8187 -0.0939
H 2.9695 -0.2760 0.8198
H -2.3026 0.4345 0.1160
H -2.0800 -1.0277 -0.8475
H -1.4029 0.3441 -2.8424
H -2.9776 0.9194 -2.3153
H -1.5349 1.8248 -1.8858

Entry iv
The following is a quantum chemistry calculation of a 3-piece molecular cluster, C5H13NO2 overall, from the OMol25 dataset.

CARTESIAN COORDINATES (ANGSTROEM)
C 0.1569 -0.6002 -0.7516
C -0.3576 0.1638 0.3090
C 1.7604 1.0236 0.5675
C -2.0928 -1.1742 0.0789
C -1.0362 1.4941 0.0983
N 0.9876 -1.6254 -0.5815
O -0.1196 -0.3278 -2.0296
O 2.3102 -0.1050 1.2843
H -0.8889 0.2558 -2.0755
H 3.2072 0.0778 1.5875
H -0.1779 -0.2111 1.3000
H 1.6051 -1.5492 0.2272
H 1.3391 -2.0751 -1.4118
H 2.3614 1.2809 -0.3103
H 1.6117 1.8798 1.2299
H -1.7643 -2.2030 0.2071
H -2.6488 -0.8128 0.9416
H -2.6575 -1.0380 -0.8444
H -2.1011 1.3930 -0.1241
H -0.5550 2.0583 -0.7039
H -0.9399 2.0949 1.0013

Energies, relative to the best one, in kJ/mol: entry i 0.0; entry ii 316.6; entry iii 257.6; entry iv 241.5.

Entry i
The following is a quantum chemistry calculation of a 2-piece molecular cluster, C5H13NO2 overall, from the OMol25 dataset.

SMILES ... CCCC(=O)NC.O

CARTESIAN COORDINATES (ANGSTROEM)
C -1.8351 -1.5834 0.2011
C -1.7761 -0.2769 -0.6369
C -0.3645 0.2054 -1.1532
C 0.6472 -0.1693 -0.1961
O 1.3832 -1.1366 -0.3173
N 0.9892 0.7012 0.8321
C 0.1039 1.8775 1.2098
H -2.8093 -2.0327 0.2369
H -1.3413 -1.4133 1.3057
H -1.0845 -2.2260 -0.2248
H -2.3744 -0.6998 -1.4529
H -2.4435 0.4732 -0.1759
H -0.2690 1.2343 -1.6412
H -0.1745 -0.4132 -2.0400
H 1.7153 0.5171 1.5433
H -0.6944 2.0857 0.5982
H 0.8920 2.6443 1.0903
H -0.3268 1.6495 2.1874
O 3.5445 -0.3490 -0.3040
H 3.4190 -0.4166 -1.2614
H 2.7991 -0.6715 0.1990

Entry ii
The following is a quantum chemistry calculation of a 2-piece molecular cluster, C5H13NO2 overall, from the OMol25 dataset.

SMILES ... CC(C)CNC=O.O

CARTESIAN COORDINATES (ANGSTROEM)
C 0.9441 1.0805 -0.6200
C 1.1486 -0.2421 0.1090
C 1.7721 -1.3050 -0.7985
C -0.2085 -0.7359 0.6558
N -0.6394 0.0122 1.8293
C -1.6709 0.8778 1.7785
O -2.2706 1.1615 0.7590
H 1.8899 1.4894 -0.9770
H 0.2097 1.1218 -1.4156
H 0.5881 1.8286 0.0989
H 1.7112 -0.0416 1.0214
H 1.4284 -2.3121 -0.5701
H 2.8625 -1.2934 -0.7484
H 1.5793 -1.0570 -1.8439
H -0.1679 -1.7829 0.9359
H -0.9998 -0.6716 -0.0779
H -0.1653 -0.1529 2.7003
H -1.9618 1.3254 2.7404
O -2.1449 -0.0466 -2.1194
H -1.2348 0.2288 -1.9226
H -2.6703 0.5151 -1.5350

Energies, relative to the best one, in kJ/mol: entry i 180.2; entry ii 0.0.